No. 1
Density functional theory data (wB97M-V/def2-TZVPD) for 6 unconnected molecules or ions with the total composition C23H47BN6O8S at a distorted geometry.

Structure (XYZ):
```
86
C23H47BN6O8S wB97M-V/def2-TZVPD
O -6.3835 -4.5881 0.4401
S -5.0720 -5.1828 0.5077
O -4.0734 -4.5174 -0.2921
O -5.2415 -6.7097 -0.0806
C -4.6111 -5.3617 2.2560
C -3.3797 -4.5105 2.7117
C -3.7100 -3.0306 3.0946
B -4.0683 -2.0659 1.8687
C -3.0356 -1.6898 0.7002
C -3.3610 -0.5479 -0.0697
C -2.5207 -0.1582 -1.1695
C -1.4076 -1.0396 -1.3412
C -1.2227 -2.1156 -0.4446
N -1.9623 -2.5293 0.5964
H -4.3603 -6.9465 -0.4344
H -5.4856 -5.2200 2.9303
H -4.3210 -6.4332 2.3909
H -2.5786 -4.6295 1.9553
H -2.9968 -5.0045 3.6403
H -4.5477 -3.0405 3.8359
H -2.8346 -2.5622 3.6164
H -5.1823 -1.6368 1.8099
H -4.2605 0.0421 0.1704
H -2.6920 0.6930 -1.8501
H -0.6951 -0.8785 -2.1666
H -0.3135 -2.7353 -0.6233
C 2.5540 0.4189 1.2772
O 1.5176 0.9700 0.9618
N 2.6397 -0.7533 1.9473
C 3.9150 -1.3509 2.2908
C 1.4150 -1.4324 2.3339
H 3.5406 0.8494 1.0322
H 3.9832 -2.3378 1.8283
H 3.9792 -1.4515 3.3769
H 4.7417 -0.7342 1.9395
H 0.8275 -1.6567 1.4427
H 0.8282 -0.7753 2.9789
H 1.6431 -2.3562 2.8626
C -4.2323 0.1673 -3.9777
O -3.3643 1.0077 -3.7915
N -4.3362 -0.6055 -5.0735
C -5.3950 -1.5838 -5.2289
C -3.3537 -0.4515 -6.1338
H -5.0225 -0.0262 -3.2344
H -4.9544 -2.5761 -5.3448
H -5.9814 -1.3418 -6.1180
H -6.0507 -1.5853 -4.3592
H -2.3590 -0.6526 -5.7324
H -3.3808 0.5747 -6.4983
H -3.5646 -1.1375 -6.9514
C -2.3845 2.9793 -6.9699
O -1.9638 2.3537 -7.9264
N -2.7543 4.2792 -6.9905
C -3.2467 4.9559 -5.8070
C -2.6543 5.0175 -8.2364
H -2.4987 2.5134 -5.9765
H -4.2592 5.3211 -5.9946
H -2.5942 5.8013 -5.5765
H -3.2651 4.2776 -4.9545
H -3.2728 4.5337 -8.9946
H -1.6181 5.0110 -8.5790
H -2.9862 6.0445 -8.0947
C 7.4305 1.0335 1.5388
O 7.8396 0.4069 0.5812
N 7.0537 2.3350 1.5158
C 6.5743 3.0240 2.6980
C 7.1344 3.0632 0.2619
H 7.3329 0.5707 2.5359
H 5.5584 3.3831 2.5153
H 7.2296 3.8727 2.9077
H 6.5677 2.3575 3.5608
H 6.5077 2.5708 -0.4838
H 8.1660 3.0572 -0.0943
H 6.8008 4.0901 0.3992
C 5.3134 0.3569 5.8058
O 6.4119 -0.1519 5.6933
N 5.0191 1.4126 6.5972
C 3.6810 1.9656 6.6782
C 6.0788 2.0098 7.3908
H 4.4401 -0.0212 5.2471
H 3.7035 3.0126 6.3678
H 3.3257 1.9015 7.7089
H 2.9969 1.4177 6.0314
H 6.8724 2.3619 6.7290
H 6.4963 1.2574 8.0619
H 5.6909 2.8439 7.9723
```

## Properties
Gap between HOMO and LUMO   9.266 eV
Strongest force on any atom   3.4 eV/Å
E_HOMO   -9.10 eV
Multiplicity   1
E_LUMO   0.169 eV
Structure (SMILES)   O=S(=O)(O)CCCBc1ccccn1.CN(C)C=O.CN(C)C=O.CN(C)C=O.CN(C)C=O.CN(C)C=O

=====

No. 2
Density functional theory data (wB97M-V/def2-TZVPD) for 2 unconnected molecules or ions with the total composition C6H15NO at a distorted geometry.

Structure (XYZ):
```
23
C6H15NO wB97M-V/def2-TZVPD
C -0.3283 -1.2162 1.0262
N -0.6934 -0.1417 0.2111
C -1.5305 -0.4233 -0.9661
C -1.1065 0.5687 -2.0588
C 0.2524 1.1576 -1.6336
C 0.4725 0.6679 -0.0837
C 0.4093 1.7136 1.0079
H 0.1718 -2.1305 0.5854
H 0.3150 -0.7652 1.7663
H -1.2741 -1.5553 1.4762
H -2.5790 -0.4723 -0.7579
H -1.3459 -1.4484 -1.4793
H -1.0666 0.0600 -2.9799
H -1.8948 1.3035 -2.2644
H 0.3206 2.2615 -1.6402
H 1.2147 0.9063 -2.1501
H 1.4452 0.1923 -0.1994
H 1.2748 2.1346 1.2412
H -0.4493 2.4212 0.7258
H 0.1510 1.3151 2.0024
H 2.1744 -2.9188 1.6945
H 1.6776 -1.4916 2.2159
O 2.3894 -2.1392 2.2605
```

## Properties
Gap between HOMO and LUMO   9.401 eV
Energy relative to the best compared isomer or geometry (same formula, charge and spin)   63.2 kcal per mole
Strongest force on any atom   4.7 eV/Å
E_HOMO   -8.52 eV
Multiplicity   1
E_LUMO   0.885 eV
Structure (SMILES)   C[C@@H]1CCCN1C.O

=====

No. 3
Density functional theory data (wB97M-V/def2-TZVPD) for a molecular structure, C9H28NO7Y at a distorted geometry.

Structure (XYZ):
```
46
C9H28NO7Y wB97M-V/def2-TZVPD
Y -6.8808 20.1075 12.8043
C -13.2057 18.2183 16.2375
C -12.3986 19.0617 15.2390
C -13.3452 20.1129 14.6401
C -13.6866 21.2312 15.6066
C -12.3849 21.8446 16.1232
C -11.3495 20.8554 16.7244
N -11.2451 19.7099 15.8233
O -10.3182 18.9048 16.1472
C -11.8179 20.5653 18.1651
C -10.0239 21.5997 16.7315
C -12.0171 18.1916 14.0313
H -12.6187 17.4054 16.6622
H -14.1288 17.8221 15.8106
H -13.5236 18.8714 17.0518
H -14.2228 19.5629 14.2883
H -12.9740 20.6450 13.7568
H -14.3488 20.9570 16.4341
H -14.2736 21.9994 15.0918
H -12.7080 22.6050 16.8443
H -11.8691 22.4478 15.3664
H -11.3817 21.3049 18.8334
H -11.5048 19.5682 18.4844
H -12.9068 20.5572 18.2170
H -9.5917 21.6032 15.7258
H -9.2822 21.0283 17.2925
H -10.1174 22.6226 17.0937
H -11.4952 17.3051 14.3984
H -11.3016 18.7179 13.3972
H -12.9077 17.8864 13.4877
O -7.0411 21.3398 14.6077
H -7.5111 22.1713 14.7247
O -8.0044 18.7458 14.2196
H -8.7430 18.4944 13.6507
O -5.4856 23.5535 15.4684
H -5.8155 22.6473 15.3300
H -5.7481 24.0376 14.6817
O -7.2443 19.7880 16.8458
H -6.7452 20.1015 17.6073
H -7.0717 20.4458 16.1428
O -7.8168 22.2375 12.0664
H -7.4595 22.9473 12.6203
H -8.4966 22.6526 11.5214
O -4.9243 19.3962 14.0025
H -4.4046 18.5884 14.0867
H -4.6019 19.9881 14.6956
```

## Properties
Gap between HOMO and LUMO   2.384 eV
Energy relative to the best compared isomer or geometry (same formula, charge and spin)   0.0 kcal per mole
Strongest force on any atom   4.5 eV/Å
E_HOMO   -4.12 eV
Multiplicity   1
E_LUMO   -1.741 eV

=====

No. 4
Density functional theory data (wB97M-V/def2-TZVPD) for a single C3H6N2O2 molecule.

Structure (XYZ):
```
13
C3H6N2O2 wB97M-V/def2-TZVPD
N 2.1087 0.7654 0.5954
C 1.0089 -0.0285 0.4906
O 1.0681 -1.2394 0.4330
C -0.3280 0.7237 0.4662
O -1.3704 -0.2142 0.6122
C -1.6397 -0.9621 -0.4744
N -1.2516 -0.6573 -1.6352
H 3.0120 0.3195 0.5461
H 2.0551 1.7717 0.5958
H -0.4347 1.2842 -0.4706
H -0.4029 1.4077 1.3195
H -2.2383 -1.8258 -0.1766
H -1.5871 -1.3448 -2.3019
```

## Properties
Gap between HOMO and LUMO   10.594 eV
Energy relative to the best compared isomer or geometry (same formula, charge and spin)   31.4 kcal per mole
Strongest force on any atom   0.5 eV/Å
E_HOMO   -9.76 eV
Multiplicity   1
E_LUMO   0.832 eV
Structure (SMILES)   [H]/N=C/OCC(N)=O

=====

No. 5
Density functional theory data (wB97M-V/def2-TZVPD) for a molecular structure, C25H39BBaN5O3S2.

Structure (XYZ):
```
76
C25H39BBaN5O3S2 wB97M-V/def2-TZVPD
Ba 0.6766 0.4804 0.3558
C -0.5271 4.6961 2.6982
C -0.5179 3.2887 2.1379
N 0.6175 2.6877 1.8898
N 1.7852 3.3044 2.3275
C 2.8314 3.1910 1.5877
N 3.9983 3.7613 2.1150
S 3.0267 2.4959 -0.0081
C -1.7884 2.6797 1.9069
C -3.0045 3.2748 2.2673
C -4.1079 2.4928 2.5608
C -3.8508 1.1033 2.8061
C -2.7094 0.5376 2.3556
N -1.9295 1.3159 1.3865
H 0.4878 5.0800 2.7188
H -0.9291 4.7015 3.7123
H -1.1485 5.3493 2.0847
H 3.9747 3.8345 3.1214
H 4.8326 3.3360 1.7448
H -3.0680 4.3457 2.4245
H -5.0439 2.9437 2.8622
H -4.5016 0.5431 3.4698
H -2.3378 -0.4345 2.6555
C -2.3414 -0.0943 -2.8798
C -3.3275 -0.0272 -1.7224
C -4.2632 -1.2245 -1.7732
O -2.5706 -0.1008 -0.5018
B -2.5965 1.1432 0.1161
O -3.2322 2.0806 -0.6619
C -4.0470 1.3656 -1.6037
C -5.4365 1.2654 -0.9792
C -4.1109 2.1642 -2.8936
H -1.7708 -1.0198 -2.8006
H -1.6288 0.7283 -2.8397
H -2.8576 -0.0782 -3.8413
H -3.6633 -2.1341 -1.8225
H -4.9043 -1.1826 -2.6562
H -4.8858 -1.2753 -0.8822
H -5.3849 0.7573 -0.0148
H -6.1353 0.7395 -1.6318
H -5.8055 2.2745 -0.7978
H -3.1163 2.3602 -3.2887
H -4.5920 3.1206 -2.6883
H -4.6970 1.6328 -3.6465
C 2.3099 -0.5601 -4.3305
S 1.9715 -0.8838 -2.5923
C 1.3642 -2.5622 -2.7665
O 0.7761 -0.0287 -2.2780
H 3.0709 -1.2518 -4.6889
H 2.6752 0.4635 -4.3864
H 1.3817 -0.6619 -4.8920
H 2.2105 -3.2099 -2.9957
H 0.5962 -2.6146 -3.5378
H 0.9741 -2.8320 -1.7840
C 5.5989 -2.9571 1.9416
N 5.1942 -1.7868 1.1948
C 4.5588 -0.8036 2.0577
C 4.3924 -2.1136 0.0117
C 3.1134 -2.8919 0.2661
C 3.1621 -4.2825 0.1555
C 2.0374 -5.0601 0.4126
C 0.8655 -4.4307 0.7997
C 0.8329 -3.0394 0.8985
C 1.9315 -2.2106 0.6259
H 6.2998 -2.6580 2.7247
H 6.1081 -3.6600 1.2771
H 4.7594 -3.4865 2.4199
H 5.2686 -0.5001 2.8315
H 3.6525 -1.1862 2.5493
H 4.2825 0.0761 1.4734
H 5.0417 -2.6818 -0.6665
H 4.1457 -1.1641 -0.4687
H 4.0876 -4.7717 -0.1404
H 2.0817 -6.1393 0.3192
H -0.0198 -5.0231 1.0129
H -0.1239 -2.5913 1.1845
```

## Properties
Gap between HOMO and LUMO   4.929 eV
Energy relative to the best compared isomer or geometry (same formula, charge and spin)   1.9 kcal per mole
Strongest force on any atom   0.6 eV/Å
Charge   -1
E_HOMO   -2.95 eV
Multiplicity   1
E_LUMO   1.975 eV

=====

No. 6
Density functional theory data (wB97M-V/def2-TZVPD) for a single C2H2F2OS molecule at a distorted geometry.

Structure (XYZ):
```
8
C2H2F2OS wB97M-V/def2-TZVPD
C -0.1166 -0.3746 -0.5695
C 0.8412 0.3597 0.2837
H -0.2466 -1.7592 -1.9549
H 1.7483 0.6592 -0.3913
O 0.4717 -1.1433 -1.5086
F 0.4974 1.6751 0.8030
F 1.3124 -0.3602 1.4830
S -1.6194 -0.0936 -0.2778
```

## Properties
Gap between HOMO and LUMO   9.142 eV
Energy relative to the best compared isomer or geometry (same formula, charge and spin)   25.9 kcal per mole
Strongest force on any atom   6.0 eV/Å
E_HOMO   -9.79 eV
Multiplicity   1
E_LUMO   -0.646 eV
Structure (SMILES)   OC(=S)C(F)F

=====

No. 7
Density functional theory data (wB97M-V/def2-TZVPD) for a molecular structure, C4H4NOP at a distorted geometry.

Structure (XYZ):
```
11
C4H4NOP wB97M-V/def2-TZVPD
C -1.1785 1.5298 1.1196
C 0.2419 0.6030 -0.8336
C -0.5579 0.5254 0.3389
C 0.9565 -0.6303 -1.2952
N -1.5291 2.1656 2.0102
O -1.3898 -1.2973 2.8158
P -0.4914 -1.4713 1.7460
H 0.2670 1.5173 -1.3366
H 1.4252 -1.2645 -0.6123
H 1.8265 -0.4048 -1.9317
H 0.4296 -1.2729 -2.0211
```

## Properties
Gap between HOMO and LUMO   7.661 eV
Energy relative to the best compared isomer or geometry (same formula, charge and spin)   50.9 kcal per mole
Strongest force on any atom   6.1 eV/Å
E_HOMO   -9.21 eV
Multiplicity   1
E_LUMO   -1.550 eV

=====

No. 8
Density functional theory data (wB97M-V/def2-TZVPD) for a molecular structure, C5H6LiO2 at a distorted geometry.

Structure (XYZ):
```
14
C5H6LiO2 wB97M-V/def2-TZVPD
O -2.3112 0.6691 0.4079
C -1.2596 0.7491 -0.2120
C -0.2618 -0.3296 -0.2742
H -1.2254 1.3509 -1.1604
Li -3.9054 1.5206 0.7429
O 3.2246 -0.1620 0.4636
C -0.5429 -1.5247 0.2668
C 2.0889 0.2449 0.4906
C 1.1327 0.1402 -0.6741
H -1.4982 -1.6930 0.7664
H 0.2141 -2.3074 0.3294
H 1.6891 0.7335 1.4079
H 1.5584 -0.5369 -1.4243
H 1.0967 1.1454 -1.1304
```

## Properties
Gap between HOMO and LUMO   7.980 eV
Strongest force on any atom   3.8 eV/Å
Charge   +1
E_HOMO   -12.95 eV
Multiplicity   1
E_LUMO   -4.974 eV

=====

No. 9
Density functional theory data (wB97M-V/def2-TZVPD) for 8 unconnected molecules or ions with the total composition C50H102FN2O20 at a distorted geometry.

Structure (XYZ):
```
175
C50H102FN2O20 wB97M-V/def2-TZVPD
C -0.2442 1.1121 2.0300
C -0.6707 2.3589 2.7925
O -0.4167 3.5058 2.0012
C -1.4138 4.5102 2.0709
C -2.7457 4.1177 1.4253
C -2.5529 3.2565 0.1696
C -3.4381 3.7231 -0.9910
C -2.9918 3.1442 -2.3358
C -2.6874 1.6450 -2.3278
C -1.4813 1.3758 -3.2236
F -1.5311 2.0854 -4.4035
O -1.3188 0.0419 -3.6134
C -1.9244 -0.8806 -2.7575
O -1.4301 -0.8337 -1.4580
C -0.0016 -0.8831 -1.3847
C 0.5929 -2.1984 -1.9022
N 1.6933 -2.6909 -1.1011
C 1.3277 -3.7157 -0.1172
C 1.3364 -5.0957 -0.7471
C 0.9469 -6.1770 0.2559
O 2.6273 -5.3958 -1.2719
C -3.4678 -0.7221 -2.7439
O -3.9522 -1.3808 -1.6318
C -4.0266 -1.3701 -4.0285
C -4.7055 -2.7259 -3.8205
C -3.7372 -3.8713 -3.5566
C -4.4524 -5.1903 -3.2543
O -5.6528 -5.0203 -2.5155
N -3.8403 0.7772 -2.7291
C -5.0869 1.0620 -1.9654
C -6.3318 0.3804 -2.5235
H -0.7306 1.0566 1.0569
H -0.4853 0.2112 2.5930
H 0.8356 1.1406 1.8879
H -1.7213 2.2751 3.0737
H -0.0551 2.4211 3.6932
H -1.0133 5.3631 1.5266
H -1.5680 4.8394 3.1016
H -3.3317 3.5613 2.1600
H -3.3045 5.0175 1.1950
H -2.8657 2.2408 0.4325
H -1.5040 3.2160 -0.1230
H -4.4806 3.5284 -0.7440
H -3.3523 4.8086 -1.0638
H -2.0945 3.6824 -2.6349
H -3.7186 3.3481 -3.1285
H -2.3867 1.3258 -1.3326
H -0.6040 1.6952 -2.6554
H -1.7424 -1.8626 -3.1950
H 0.2568 -0.7819 -0.3327
H 0.4541 -0.0307 -1.8926
H 0.8753 -2.1292 -2.9555
H -0.2113 -2.9400 -1.8650
H 2.2236 -1.9454 -0.6772
H 2.0260 -3.6794 0.7106
H 0.3072 -3.5357 0.2477
H 0.6277 -5.1129 -1.5860
H 0.6993 -5.7389 1.2214
H 1.7645 -6.8764 0.4028
H 0.0720 -6.7286 -0.0843
H 2.8052 -4.7207 -1.9312
H -3.6284 -0.9742 -0.8217
H -3.2144 -1.4643 -4.7482
H -4.7686 -0.7115 -4.4818
H -5.4815 -2.6708 -3.0665
H -5.2192 -2.9439 -4.7607
H -3.1263 -4.0279 -4.4501
H -3.0341 -3.6344 -2.7547
H -4.7309 -5.6667 -4.1935
H -3.7921 -5.8819 -2.7310
H -5.4569 -5.0370 -1.5793
H -4.0562 1.0080 -3.7015
H -5.2753 2.1305 -1.9841
H -4.9493 0.7999 -0.9187
H -6.3352 -0.6811 -2.2925
H -7.1663 0.8789 -2.0419
H -6.3832 0.5233 -3.6022
O 2.1922 3.9543 -4.3060
C 2.2681 3.1559 -5.1989
O 3.4742 2.6376 -5.4887
C 3.6732 1.5471 -6.3931
C 3.8172 2.0170 -7.8247
C 1.0481 2.7360 -5.9808
H 2.8814 0.8045 -6.2801
H 4.5974 1.0761 -6.0615
H 2.9104 2.5061 -8.1813
H 4.0330 1.1737 -8.4806
H 4.6317 2.7366 -7.9029
H 0.8503 3.4528 -6.7765
H 0.2328 2.7377 -5.2714
H 1.1090 1.7344 -6.4019
O 3.9629 -0.0191 -1.0548
C 4.9660 0.2195 -1.6724
O 6.0952 -0.4290 -1.3388
C 7.2989 -0.3448 -2.1082
C 8.1345 0.8590 -1.7278
C 4.9968 1.2731 -2.7560
H 7.0747 -0.3711 -3.1755
H 7.8387 -1.2612 -1.8775
H 7.6142 1.7943 -1.9349
H 9.0731 0.8589 -2.2820
H 8.3599 0.8368 -0.6618
H 5.1544 2.2496 -2.3013
H 4.0278 1.2744 -3.2468
H 5.7518 1.1077 -3.5211
O 1.3312 -3.8572 3.0020
C 2.0922 -3.8292 3.9367
O 3.3186 -4.3351 3.7695
C 4.3702 -4.1880 4.7381
C 4.3065 -5.2459 5.8160
C 1.6749 -3.2998 5.2853
H 4.3738 -3.1772 5.1504
H 5.2902 -4.2985 4.1669
H 3.3876 -5.1709 6.3995
H 5.1536 -5.1537 6.4938
H 4.3334 -6.2401 5.3706
H 1.1810 -4.0941 5.8430
H 0.9656 -2.4917 5.1248
H 2.4937 -2.8973 5.8765
O -8.3026 2.5850 -1.4686
C -9.5094 2.5737 -1.4423
O -10.1687 3.1596 -2.4442
C -11.5941 3.0800 -2.6013
C -12.3125 4.1427 -1.7989
C -10.2718 1.9887 -0.2792
H -11.9477 2.0747 -2.3707
H -11.7615 3.2373 -3.6646
H -12.1515 4.0206 -0.7277
H -13.3841 4.0989 -1.9909
H -11.9495 5.1321 -2.0758
H -10.3477 2.7458 0.5000
H -9.7053 1.1463 0.1097
H -11.2672 1.6336 -0.5314
O 3.1956 0.3594 6.0323
C 3.8941 0.4823 5.0648
O 5.1580 0.0248 5.1081
C 6.0061 -0.0370 3.9563
C 6.7109 1.2784 3.7007
C 3.4072 1.2075 3.8290
H 5.4501 -0.3839 3.0840
H 6.7384 -0.8086 4.1871
H 6.0055 2.0784 3.4761
H 7.3980 1.1816 2.8600
H 7.2778 1.5770 4.5823
H 3.5584 2.2767 3.9707
H 2.3417 1.0153 3.7280
H 3.8890 0.8960 2.9051
O 6.8418 -6.5625 7.6997
C 6.8783 -7.7406 7.4773
O 6.2466 -8.2080 6.3825
C 6.3624 -9.5623 5.9342
C 5.3741 -10.4768 6.6266
C 7.5444 -8.7102 8.4248
H 7.3902 -9.9130 6.0340
H 6.1465 -9.5199 4.8681
H 5.5559 -10.5298 7.7000
H 5.4406 -11.4850 6.2175
H 4.3583 -10.1089 6.4826
H 6.8356 -8.9698 9.2099
H 8.3944 -8.2063 8.8768
H 7.9067 -9.6205 7.9542
O -2.5548 7.1134 0.4168
C -1.9580 8.1595 0.4074
O -1.3913 8.5743 1.5469
C -0.5225 9.7131 1.6227
C -1.2937 11.0039 1.7943
C -1.8982 9.0321 -0.8226
H 0.1473 9.7404 0.7627
H 0.0963 9.5284 2.4983
H -1.9355 11.2097 0.9375
H -0.6060 11.8405 1.9157
H -1.9307 10.9462 2.6766
H -2.7966 9.6472 -0.8544
H -1.8879 8.3850 -1.6958
H -1.0229 9.6740 -0.8731
```

## Properties
Gap between HOMO and LUMO   8.531 eV
Strongest force on any atom   1.1 eV/Å
Charge   +1
E_HOMO   -10.15 eV
Multiplicity   1
E_LUMO   -1.616 eV